DFT (wB97M-V/def2-TZVPD) results for a cluster of 3 separate species, C17H33BrClF9N7O5P2 in total at a distorted geometry.

total energy	-164424.3697	eV
E_HOMO	-11.14	eV
F_max	2.048	eV/A
orbital gap	7.034	eV
LUMO energy	-4.107	eV

Geometry as ORCA input:
```
! wB97M-V def2-TZVPD RIJCOSX def2/J DEFGRID3
* xyz 1 1
C 0.47 -3.68 -5.89
C -0.15 -3.49 -4.50
C 0.31 -2.26 -3.69
Br 1.91 -1.34 -4.33
N 0.36 -2.48 -2.25
C 1.23 -3.13 -1.42
N 2.35 -3.85 -1.71
Cl 3.15 -4.45 -0.33
P 3.16 -4.36 -3.20
N 4.13 -5.53 -2.94
N 0.82 -3.04 -0.15
C -0.32 -2.39 -0.16
P -1.14 -2.30 1.49
O -2.37 -3.10 1.57
O -0.01 -2.83 2.45
O -1.31 -0.79 1.87
N -0.65 -2.02 -1.40
C -1.89 -1.32 -1.78
F -2.31 -1.78 -2.95
F -2.77 -1.66 -0.85
C -1.87 0.27 -1.79
F -2.09 0.67 -0.53
F -2.91 0.64 -2.54
C -0.62 0.98 -2.34
F 0.49 0.41 -1.83
F -0.62 0.85 -3.67
C -0.53 2.50 -1.99
F 0.50 3.00 -2.68
F -1.63 3.14 -2.33
F -0.28 2.66 -0.70
H -0.07 -4.48 -6.39
H 1.52 -3.96 -5.86
H 0.34 -2.78 -6.50
H -0.04 -4.39 -3.90
H -1.22 -3.37 -4.66
H -0.44 -1.49 -3.85
H 2.08 -4.76 -3.98
H 3.74 -3.23 -3.77
H 5.10 -5.28 -3.10
H -0.12 -3.78 2.59
H -2.14 -0.73 2.38
C 1.46 0.92 1.58
C 2.04 -0.16 2.50
C 2.52 0.36 3.86
O 3.74 1.06 3.82
C 3.66 2.43 3.48
N 3.09 -0.88 1.77
H 2.25 1.53 1.14
H 0.91 0.46 0.76
H 0.78 1.58 2.12
H 1.25 -0.88 2.71
H 2.69 -0.50 4.51
H 1.74 0.98 4.33
H 2.74 2.89 3.87
H 3.70 2.58 2.39
H 4.51 2.93 3.92
H 3.39 -1.68 2.32
H 3.91 -0.28 1.73
C -4.47 4.14 2.35
C -3.39 3.56 1.44
C -2.26 2.84 2.21
O -1.33 3.68 2.84
C -1.73 4.19 4.11
N -2.88 4.62 0.57
H -4.14 5.05 2.84
H -5.35 4.39 1.76
H -4.77 3.42 3.12
H -3.86 2.81 0.80
H -1.68 2.26 1.48
H -2.68 2.12 2.93
H -2.32 3.46 4.66
H -2.30 5.12 4.01
H -0.82 4.40 4.67
H -2.24 4.24 -0.11
H -2.31 5.25 1.13
*
```

Atom charges from the Mulliken analysis, given in e for atoms 1 to 6:
1 C -1.4345
2 C -0.5645
3 C -0.6040
4 Br 0.0596
5 N 0.6696
6 C 0.4263

---

DFT (wB97M-V/def2-TZVPD) results for a cluster of 2 separate species, H9N3Si2 in total at a distorted geometry.

total energy	-20370.9824	eV
SMILES	N=[Si](N)N.[SiH4]
E_HOMO	-8.97	eV
F_max	4.639	eV/A
orbital gap	9.287	eV
LUMO energy	0.322	eV

Geometry as ORCA input:
```
! wB97M-V def2-TZVPD RIJCOSX def2/J DEFGRID3
* xyz 0 1
N 1.59 -1.97 -2.35
Si 1.33 -1.18 -0.98
N 0.46 -1.97 0.32
N 1.72 0.38 -0.38
H 1.78 -1.55 -3.26
H -0.52 -2.11 0.29
H 0.87 -2.89 0.48
H 1.81 1.16 -0.89
H 1.34 0.75 0.53
Si -2.08 1.81 1.29
H -2.70 1.68 -0.01
H -1.18 3.08 0.88
H -3.09 2.31 2.32
H -1.31 0.50 1.77
*
```

Atom charges from the Mulliken analysis, given in e for atoms 1 to 6:
1 N -0.6021
2 Si 0.4352
3 N -0.5367
4 N -0.4775
5 H 0.2075
6 H 0.2311

---

DFT (wB97M-V/def2-TZVPD) results for a structure of composition C4H5NO at a distorted geometry.

total energy	-7762.2064	eV
E_HOMO	-8.61	eV
F_max	3.768	eV/A
orbital gap	8.447	eV
LUMO energy	-0.162	eV

Geometry as ORCA input:
```
! wB97M-V def2-TZVPD RIJCOSX def2/J DEFGRID3
* xyz 0 1
C -0.30 0.35 -1.21
C 0.85 0.43 -0.26
C -1.35 -0.23 -0.51
C 0.23 -0.54 0.74
N 0.23 -0.69 1.99
O -2.53 -0.34 -0.36
H 0.87 -0.06 2.48
H -0.39 0.89 -2.15
H -0.36 -1.33 -0.27
H 1.82 0.11 -0.66
H 0.92 1.42 0.21
*
```

Atom charges from the Mulliken analysis, given in e for atoms 1 to 6:
1 C -0.4752
2 C -0.3194
3 C 0.2611
4 C 0.1903
5 N -0.6114
6 O -0.4764

---

DFT (wB97M-V/def2-TZVPD) results for a cluster of 11 separate species, C33H72O35P2 in total at a distorted geometry.

total energy	-125632.3770	eV
SMILES	COP(=O)(OC)OC.COP(=O)(OC)OC.COC(=O)OC.COC(=O)OC.COC(=O)OC.COC(=O)OC.COC(=O)OC.COC(=O)OC.COC(=O)OC.COC(=O)OC.COC(=O)OC
E_HOMO	-10.65	eV
F_max	3.250	eV/A
orbital gap	10.958	eV
LUMO energy	0.306	eV

Geometry as ORCA input:
```
! wB97M-V def2-TZVPD RIJCOSX def2/J DEFGRID3
* xyz 0 1
C 21.78 -0.86 -18.91
O 22.41 0.24 -18.25
P 23.67 -0.06 -17.32
O 24.35 1.15 -16.88
O 23.14 -1.03 -16.18
C 22.33 -0.52 -15.11
O 24.49 -1.01 -18.27
C 25.89 -1.12 -18.22
H 20.72 -0.61 -19.01
H 21.80 -1.72 -18.24
H 22.10 -1.05 -19.93
H 21.59 -1.29 -14.87
H 21.80 0.39 -15.40
H 22.93 -0.38 -14.22
H 26.40 -0.33 -18.78
H 26.28 -2.07 -18.57
H 26.30 -0.99 -17.21
C 19.28 -5.23 -22.90
O 19.04 -5.14 -21.49
P 20.06 -4.44 -20.52
O 20.62 -3.16 -20.98
O 21.16 -5.58 -20.37
C 22.26 -5.38 -19.50
O 19.31 -4.37 -19.14
C 18.79 -5.50 -18.46
H 19.24 -6.27 -23.21
H 20.18 -4.69 -23.22
H 18.47 -4.70 -23.40
H 22.31 -4.39 -19.02
H 23.20 -5.49 -20.04
H 22.21 -6.06 -18.65
H 18.76 -6.40 -19.08
H 17.76 -5.32 -18.14
H 19.36 -5.73 -17.57
C 22.09 -8.89 -21.80
O 21.12 -8.72 -22.82
C 19.88 -9.14 -22.61
O 19.52 -9.81 -21.69
O 19.14 -8.69 -23.61
C 17.75 -8.90 -23.58
H 21.75 -8.41 -20.89
H 23.03 -8.51 -22.16
H 22.17 -9.96 -21.55
H 17.45 -9.94 -23.46
H 17.38 -8.60 -24.56
H 17.12 -8.40 -22.84
C 14.69 -6.14 -16.44
O 13.56 -6.25 -17.26
C 12.43 -6.72 -16.73
O 12.29 -7.01 -15.59
O 11.58 -6.86 -17.72
C 10.25 -7.29 -17.40
H 15.34 -7.02 -16.41
H 14.46 -5.93 -15.40
H 15.38 -5.37 -16.80
H 9.76 -7.38 -18.36
H 9.72 -6.53 -16.83
H 10.30 -8.27 -16.92
C 27.81 -4.89 -21.23
O 26.75 -4.56 -22.12
C 25.82 -3.80 -21.58
O 25.73 -3.48 -20.43
O 24.99 -3.40 -22.53
C 23.76 -2.80 -22.13
H 28.52 -5.47 -21.82
H 27.44 -5.46 -20.38
H 28.37 -4.05 -20.80
H 23.82 -2.26 -21.18
H 23.07 -3.63 -22.04
H 23.43 -2.08 -22.87
C 24.32 -4.32 -16.21
O 24.51 -5.20 -17.31
C 25.00 -6.40 -17.10
O 25.10 -6.97 -16.05
O 25.37 -6.92 -18.26
C 25.80 -8.27 -18.25
H 25.17 -4.34 -15.53
H 23.40 -4.51 -15.65
H 24.22 -3.32 -16.63
H 25.06 -8.97 -17.84
H 26.70 -8.35 -17.64
H 26.00 -8.60 -19.27
C 20.13 -1.49 -23.58
O 19.49 -2.32 -24.55
C 19.85 -2.16 -25.81
O 20.86 -1.70 -26.24
O 18.84 -2.63 -26.55
C 18.87 -2.31 -27.93
H 20.45 -0.52 -23.96
H 20.96 -2.03 -23.14
H 19.41 -1.35 -22.78
H 19.09 -3.19 -28.53
H 19.61 -1.55 -28.17
H 17.88 -1.97 -28.22
C 17.62 -9.40 -16.79
O 18.89 -9.46 -16.17
C 19.89 -8.83 -16.76
O 19.85 -8.21 -17.78
O 20.94 -8.94 -15.95
C 22.10 -8.24 -16.35
H 16.99 -10.09 -16.22
H 17.59 -9.73 -17.82
H 17.18 -8.41 -16.67
H 22.93 -8.52 -15.70
H 21.97 -7.16 -16.23
H 22.42 -8.49 -17.36
C 15.78 -5.21 -21.03
O 15.20 -4.86 -22.28
C 15.72 -5.24 -23.43
O 16.26 -6.27 -23.69
O 15.50 -4.30 -24.32
C 16.29 -4.29 -25.50
H 15.08 -4.98 -20.24
H 16.78 -4.79 -20.90
H 15.98 -6.29 -21.03
H 17.36 -4.34 -25.31
H 16.11 -3.30 -25.91
H 16.12 -5.09 -26.22
C 25.65 -7.65 -21.96
O 26.44 -8.75 -21.64
C 27.45 -9.02 -22.45
O 27.80 -8.34 -23.35
O 27.99 -10.16 -22.10
C 29.07 -10.66 -22.89
H 25.12 -7.20 -21.13
H 25.02 -7.74 -22.85
H 26.18 -6.76 -22.31
H 28.83 -10.61 -23.95
H 29.09 -11.71 -22.61
H 30.01 -10.17 -22.66
C 17.38 -1.84 -20.38
O 16.58 -2.52 -19.43
C 15.41 -2.03 -19.07
O 14.85 -1.11 -19.59
O 14.97 -2.74 -18.04
C 13.89 -2.33 -17.22
H 18.36 -2.29 -20.35
H 17.34 -0.78 -20.15
H 17.02 -2.04 -21.40
H 13.73 -1.28 -17.01
H 14.16 -2.81 -16.28
H 12.94 -2.72 -17.57
*
```

Atom charges from the Mulliken analysis, given in e for atoms 1 to 6:
1 C -0.3383
2 O -0.4113
3 P 0.5366
4 O -0.7767
5 O -0.1277
6 C -0.7686